Entry 1:
The following is a quantum chemistry calculation of a structure of composition C27H32AsN2O3S2W at a distorted geometry, from OMol25.

The geometry in XYZ format:
```
68
Properties=species:S:1:pos:R:3:forces:R:3:mulliken_charge:R:1
W -0.332 -0.069 -0.605 1.2 -0.8 0.8 0.949
C 0.029 2.285 -5.387 0.0 0.0 0.0 -1.476
C 0.545 1.118 -4.524 0.0 0.0 0.0 -0.124
C 1.997 1.352 -4.098 0.0 0.1 0.0 -1.357
C -0.394 0.952 -3.368 0.2 0.0 0.1 1.061
C -1.381 -0.019 -3.339 -0.1 0.0 0.0 -0.696
C -2.230 -0.125 -2.222 -0.4 0.3 -0.2 -0.627
C -2.347 0.904 -1.256 -0.3 0.3 0.0 0.094
C -3.528 0.991 -0.335 0.0 -0.1 0.0 -1.619
C -1.347 1.897 -1.277 -0.6 0.3 -0.6 0.193
C -0.316 1.806 -2.231 -0.4 0.4 -0.3 -1.185
H 0.672 2.397 -6.259 0.0 0.0 0.0 0.443
H 0.054 3.224 -4.829 0.0 0.0 0.0 0.351
H -0.989 2.119 -5.740 0.0 0.0 0.0 0.397
H 0.495 0.202 -5.117 0.0 0.0 0.0 0.555
H 2.155 2.379 -3.760 0.0 0.0 0.0 0.353
H 2.649 1.197 -4.956 0.0 0.0 0.0 0.464
H 2.315 0.669 -3.311 0.0 0.0 0.0 0.226
H -1.509 -0.706 -4.166 0.1 -0.1 0.1 0.521
H -2.978 -0.908 -2.202 0.1 -0.2 0.1 0.598
H -3.887 0.005 -0.042 0.0 0.0 0.0 0.372
H -4.337 1.495 -0.868 0.0 0.0 0.0 0.403
H -3.299 1.565 0.561 0.0 0.0 0.0 0.345
H -1.474 2.788 -0.678 0.3 -0.1 0.3 0.811
H 0.433 2.585 -2.236 0.2 -0.1 0.1 0.664
N -0.843 0.313 1.374 0.1 0.0 0.0 -0.173
C -0.828 0.094 2.508 -0.5 0.2 0.5 0.886
C -0.874 -0.144 3.910 0.2 0.0 -0.5 0.235
C -0.695 0.926 4.794 0.0 0.1 0.1 -0.364
C -0.677 0.671 6.150 0.0 0.0 0.0 -0.782
C -0.831 -0.635 6.610 0.0 0.0 0.0 -0.409
C -1.023 -1.694 5.726 0.0 0.1 0.0 -0.722
C -1.044 -1.456 4.366 0.0 -0.1 0.1 -0.489
H -0.606 1.939 4.423 0.0 0.0 0.0 0.533
H -0.554 1.484 6.852 0.0 0.0 0.0 0.436
H -0.809 -0.829 7.675 0.0 0.0 0.0 0.437
H -1.161 -2.698 6.102 0.0 0.0 0.0 0.433
H -1.204 -2.265 3.666 0.0 0.0 0.0 0.544
O -1.445 -1.840 -0.168 0.1 0.1 0.2 -0.662
C -0.408 -2.570 -0.059 0.3 0.3 0.1 1.165
N 0.718 -1.811 0.196 -0.2 -0.3 -0.4 -0.472
S 1.798 -1.969 -1.074 -0.3 0.2 -0.1 0.319
O 1.837 -3.515 -1.354 -0.2 -0.1 0.2 -0.203
O 0.850 -1.274 -2.084 0.3 -0.2 0.2 -0.437
C 0.836 -4.426 -0.939 0.3 0.2 -0.2 0.187
C 1.044 -5.742 -1.250 -0.1 -0.1 0.0 -0.657
C 0.040 -6.644 -0.907 0.0 -0.1 0.0 -0.368
C -1.146 -6.226 -0.304 0.0 0.1 0.0 -0.884
C -1.342 -4.888 -0.023 -0.1 -0.1 0.0 -0.505
C -0.325 -3.974 -0.315 -0.2 0.1 0.0 0.415
H 1.946 -6.056 -1.757 0.0 0.0 0.0 0.528
H 0.183 -7.692 -1.133 0.0 0.0 0.0 0.443
H -1.913 -6.948 -0.065 0.0 0.0 0.0 0.471
H -2.255 -4.544 0.446 0.0 0.0 0.0 0.507
C 3.131 3.972 0.168 0.1 0.0 -0.1 -1.111
As 1.997 2.734 1.065 0.1 -0.1 0.0 0.779
C 0.388 3.678 1.474 -0.1 0.0 0.0 -1.095
C 2.866 2.241 2.685 0.0 -0.1 0.1 -1.081
S 1.879 0.948 -0.185 -0.2 0.2 -0.2 -0.277
H 3.331 4.786 0.866 0.0 0.0 0.0 0.448
H 2.639 4.361 -0.720 0.0 0.0 0.0 0.396
H 4.062 3.479 -0.103 0.0 0.0 0.0 0.427
H 0.596 4.196 2.410 -0.1 0.1 0.0 0.477
H -0.471 3.027 1.594 0.0 -0.1 0.0 0.249
H 0.212 4.411 0.690 -0.1 0.0 0.0 0.453
H 2.862 3.112 3.339 0.1 0.0 0.1 0.456
H 3.891 1.962 2.447 0.0 0.0 0.0 0.404
H 2.358 1.403 3.157 0.0 0.0 0.0 0.344
```
Forces are in eV/Å.

Values from the calculation:
gap between HOMO and LUMO (alpha / beta) = 7.364 / 6.977 eV
2S+1 = 3
<S²> = 2.025
E_HOMO (alpha / beta) = -16.80 / -17.36 eV
max |F| = 1.6 eV Å⁻¹
E_LUMO (alpha / beta) = -9.4 / -10.4 eV
net charge = +3
electronic energy = -121949.9054 eV

Entry 2:
The following is a quantum chemistry calculation of a structure of composition C27H32AuN6O3PS3Se, from OMol25.

The geometry in XYZ format:
```
74
Properties=species:S:1:pos:R:3:forces:R:3:mulliken_charge:R:1
Au 0.204 -0.415 -0.562 -0.2 -0.1 -0.3 1.313
Se 4.738 0.522 5.507 0.2 0.0 0.2 0.273
N 2.982 0.324 5.339 0.0 0.0 0.0 -0.841
C 2.741 0.156 4.068 -0.2 0.0 -0.2 0.878
C 1.401 -0.048 3.517 0.2 0.1 0.4 0.645
C 0.242 -0.097 4.307 0.2 0.0 0.1 -0.776
C -0.968 -0.303 3.705 -0.1 -0.1 -0.1 -0.843
C -1.019 -0.468 2.318 0.0 0.0 0.0 -0.230
N 0.077 -0.419 1.574 -0.1 -0.1 0.0 -0.119
C 1.272 -0.200 2.154 0.3 0.0 -0.5 -0.049
C 2.444 -0.151 1.257 -0.5 0.0 0.2 0.108
N 2.219 -0.279 -0.068 0.0 0.0 0.1 -0.527
C 3.243 -0.310 -0.914 0.0 0.0 0.0 -0.160
C 4.557 -0.178 -0.480 -0.1 0.0 -0.2 -1.098
C 4.801 -0.007 0.860 0.0 0.1 0.2 -0.538
C 3.726 0.004 1.753 0.3 0.0 0.2 0.310
C 3.890 0.174 3.197 -0.1 0.0 -0.2 0.860
N 5.049 0.357 3.767 0.0 0.0 0.0 -0.851
H 0.330 0.035 5.378 0.0 0.0 0.0 0.547
H -1.886 -0.331 4.275 0.0 0.0 0.0 0.432
H -1.951 -0.640 1.802 0.0 0.0 0.0 0.382
H 2.992 -0.434 -1.959 0.0 0.0 0.0 0.557
H 5.359 -0.205 -1.202 0.0 0.0 0.0 0.461
H 5.805 0.120 1.244 0.0 0.0 0.0 0.549
O -1.918 -3.000 -0.122 0.0 0.2 -0.1 -0.502
S -2.524 -1.823 -0.749 -0.1 -0.3 0.2 0.371
N -1.720 -0.595 -0.998 0.1 0.1 -0.2 -0.161
C -0.375 3.317 -2.085 0.1 -0.1 -0.2 -0.771
N 0.920 3.166 -2.748 -0.1 0.3 0.4 0.242
C 0.958 3.680 -4.093 0.0 -0.1 0.0 -1.094
C 1.605 1.933 -2.477 -0.2 -0.2 -0.1 -1.613
C 1.115 0.669 -3.201 0.0 0.1 0.2 1.070
C 1.332 0.563 -4.576 0.0 -0.1 -0.1 -0.415
C 0.911 -0.538 -5.304 0.0 0.0 0.1 -0.909
C 0.290 -1.595 -4.652 0.0 0.1 0.0 -0.600
C 0.091 -1.529 -3.283 0.0 -0.1 0.1 -0.817
C 0.494 -0.404 -2.566 -0.1 -0.1 -0.1 0.399
H -0.670 4.367 -2.099 0.0 0.0 0.0 0.387
H -0.306 2.996 -1.045 0.0 0.0 0.0 -0.042
H -1.190 2.744 -2.547 0.0 0.0 0.0 0.342
H 0.646 4.726 -4.077 0.0 0.0 0.0 0.353
H 0.295 3.152 -4.796 0.0 0.0 0.0 0.365
H 1.979 3.638 -4.484 0.0 0.0 0.0 0.321
H 1.518 1.781 -1.400 0.1 0.0 0.0 0.267
H 2.671 2.059 -2.712 0.0 0.0 0.0 0.526
H 1.855 1.364 -5.084 0.0 0.0 0.0 0.441
H 1.071 -0.570 -6.374 0.0 0.0 0.0 0.404
H -0.036 -2.469 -5.200 0.0 0.0 0.0 0.408
H -0.366 -2.368 -2.776 0.0 0.0 0.0 0.448
C -1.109 4.483 3.056 0.1 0.0 0.0 -1.193
C -1.862 5.479 2.193 -0.3 0.0 0.1 0.663
C -2.925 6.223 2.984 0.0 0.0 0.1 -1.263
O -2.474 4.935 1.018 0.3 -0.2 -0.4 -0.388
P -3.154 3.514 0.704 -0.3 0.2 -0.1 0.158
S -3.951 3.633 -1.074 0.1 0.0 0.1 -0.525
S -1.915 1.975 1.017 0.3 0.0 0.1 0.004
O -4.258 3.552 1.890 0.1 -0.1 0.3 -0.267
C -5.091 2.492 2.394 0.1 0.1 -0.2 0.356
C -4.376 1.723 3.492 0.0 0.0 0.1 -0.808
C -5.620 1.585 1.301 -0.1 -0.1 0.0 -1.389
H -0.605 5.042 3.848 0.0 0.0 0.0 0.508
H -0.368 3.932 2.478 0.0 0.0 0.0 0.213
H -1.788 3.758 3.508 0.0 0.0 0.0 0.115
H -1.146 6.196 1.788 0.0 0.0 0.0 0.297
H -3.674 5.520 3.351 0.0 0.0 0.0 0.175
H -3.424 6.958 2.352 0.0 0.0 0.0 0.322
H -2.471 6.739 3.835 0.0 0.0 0.0 0.433
H -5.921 3.041 2.842 -0.1 0.0 0.0 0.268
H -3.542 1.160 3.074 0.0 0.0 0.0 -0.199
H -5.078 1.036 3.972 0.0 0.0 0.0 0.535
H -3.987 2.410 4.246 0.0 0.0 0.0 0.272
H -4.802 1.053 0.812 0.0 0.0 0.0 0.193
H -6.145 2.158 0.539 0.0 0.0 0.0 0.350
H -6.306 0.858 1.743 0.0 0.0 0.0 0.463
```
Forces are in eV/Å.

Values from the calculation:
gap between HOMO and LUMO = 4.597 eV
E_HOMO = -6.42 eV
max |F| = 0.6 eV Å⁻¹
E_LUMO = -1.8 eV
net charge = 0
electronic energy = -154434.8368 eV

Entry 3:
The following is a quantum chemistry calculation of a structure of composition C27H32Cl4N5O3RuSSi2 at a distorted geometry, from OMol25.

The geometry in XYZ format:
```
75
Properties=species:S:1:pos:R:3:forces:R:3:mulliken_charge:R:1
Ru -2.106 -0.387 -1.458 -0.5 -0.9 0.8 0.580
Cl -6.937 -2.695 3.135 0.2 0.1 0.0 -0.263
C -5.489 -1.953 2.479 0.0 -0.5 0.8 0.366
C -4.343 -1.857 3.262 -1.5 -0.3 0.6 0.103
Cl -4.361 -2.362 4.915 0.0 -0.2 0.3 -0.264
C -3.253 -1.233 2.754 2.7 1.4 -1.8 0.143
Cl -1.722 -1.093 3.676 -0.8 -0.1 -0.4 -0.235
C -3.179 -0.765 1.388 -1.4 -0.7 1.3 -1.220
O -2.175 -0.312 0.790 2.4 0.7 -0.2 0.160
C -4.323 -0.928 0.544 -1.4 -1.0 1.0 0.817
O -4.195 -0.677 -0.711 -0.2 0.2 -0.4 -1.136
C -5.469 -1.497 1.176 0.1 0.5 -1.5 0.278
Cl -6.913 -1.715 0.199 0.3 0.1 -0.1 -0.260
C 1.411 4.469 -0.298 0.6 0.0 0.9 -1.446
Si 1.036 2.679 0.059 0.3 -0.8 0.2 0.554
C -0.740 2.638 0.688 0.2 -2.1 -0.2 -0.513
C 1.716 1.841 -1.468 0.3 -0.1 -0.5 0.670
C 3.127 1.970 -1.510 -2.4 -0.5 -1.3 -1.120
C 3.810 1.603 -2.641 0.3 -0.5 0.5 -0.636
C 3.246 0.867 -3.662 -1.3 0.9 -0.8 -1.183
C 1.841 0.671 -3.609 1.5 1.2 0.4 -0.098
C 1.067 1.247 -2.556 -1.0 -1.2 -1.5 0.778
Si -0.906 1.113 -2.944 1.0 0.8 0.0 0.660
C -1.501 2.957 -2.920 1.8 0.6 -0.7 -1.189
C -0.931 0.776 -4.848 2.6 -1.1 -0.4 -1.243
H 0.813 4.819 -1.129 -0.3 0.4 0.0 0.378
H 2.464 4.556 -0.551 0.2 0.0 -0.3 0.274
H 1.313 5.022 0.649 -0.4 0.3 -0.4 0.306
H -0.799 2.496 1.780 0.1 0.4 -0.3 0.313
H -1.277 1.723 0.305 0.5 0.9 0.2 -0.163
H -1.264 3.507 0.354 -0.4 0.7 0.0 0.485
H 3.573 2.525 -0.748 1.0 0.6 1.1 0.564
H 4.803 1.946 -2.670 1.5 0.1 -0.4 0.401
H 3.780 0.802 -4.636 -0.3 -0.6 0.9 0.242
H 1.422 0.303 -4.534 -0.4 -0.4 0.4 0.336
H -1.575 3.433 -1.926 0.4 -0.1 -0.4 0.232
H -2.482 3.038 -3.335 -0.9 -0.1 -0.4 0.457
H -0.793 3.533 -3.651 -1.1 -0.6 1.5 0.136
H -0.038 1.315 -5.371 -1.7 -0.5 0.8 0.308
H -1.862 1.111 -5.256 -0.6 0.1 -0.4 0.400
H -0.737 -0.340 -5.093 -0.6 1.7 0.4 0.192
C 1.846 2.458 3.807 2.0 0.9 1.3 -0.919
N 2.983 1.666 3.312 -2.8 -1.6 -0.5 0.126
C 4.214 2.294 3.565 1.0 -0.6 -1.2 -0.950
C 2.722 1.229 1.900 -1.0 1.3 1.2 -0.470
O 2.267 2.330 1.175 0.1 0.8 -0.1 -0.315
H 1.837 2.561 4.921 0.4 -0.3 -0.6 0.340
H 0.905 2.067 3.573 -1.2 -0.6 -0.7 0.148
H 1.968 3.470 3.420 -0.5 0.3 -0.1 0.339
H 4.159 2.708 4.538 0.4 0.2 1.2 0.359
H 4.448 3.111 2.890 0.0 0.6 -0.4 0.297
H 5.016 1.544 3.433 -0.1 0.4 0.4 0.276
H 3.683 0.859 1.563 0.2 -0.1 -0.6 0.350
N 1.751 -1.943 1.018 -1.0 -0.5 -1.8 0.054
C 2.162 -1.201 2.044 1.2 0.0 2.5 -1.319
C 1.648 0.139 1.823 -1.2 1.4 1.4 0.994
N 0.938 0.131 0.542 1.3 -0.9 0.2 0.189
C 1.044 -1.076 0.163 0.2 -1.6 -0.9 -0.635
H 1.744 -2.954 0.983 -0.1 0.4 -0.3 0.273
H 2.651 -1.581 2.942 -0.3 0.1 -0.5 0.443
H 0.782 0.401 2.495 0.9 0.0 0.3 -0.253
H 0.756 -1.502 -0.790 -0.5 0.2 -0.2 0.157
C -0.571 -6.671 -0.741 0.7 0.1 0.1 -1.275
C -0.941 -5.229 -0.676 -1.1 0.5 -0.5 0.979
C -1.820 -4.621 0.256 -0.1 -1.9 -0.6 -1.268
C -2.254 -3.361 -0.051 0.1 0.3 -0.2 0.468
N -1.796 -2.698 -1.108 0.2 0.0 -1.0 0.218
C -0.916 -3.309 -1.993 1.2 0.3 1.9 -0.179
S -0.146 -2.261 -3.162 -0.8 -1.0 0.6 -0.422
N -0.456 -4.594 -1.722 -0.7 2.0 -1.2 -0.571
H 0.514 -6.658 -0.841 0.1 -0.3 -0.1 0.307
H -0.983 -7.169 -1.640 0.0 0.3 0.6 0.248
H -0.800 -7.162 0.178 -0.4 -0.7 0.5 0.405
H -2.396 -5.224 0.969 0.7 0.3 0.0 0.311
H -3.008 -2.901 0.592 0.3 0.1 -0.4 0.128
```
Forces are in eV/Å.

Values from the calculation:
gap between HOMO and LUMO (alpha / beta) = 5.642 / 5.878 eV
2S+1 = 6
<S²> = 8.769
E_HOMO (alpha / beta) = -1.34 / -1.59 eV
max |F| = 3.5 eV Å⁻¹
E_LUMO (alpha / beta) = 4.3 / 4.3 eV
net charge = -2
electronic energy = -121373.2374 eV

Which relative energy (zero: lowest compared OMol25 entry of this formula, charge and spin) belongs to each record? In order, 115.49 165.20 140.23 kJ/mol.